A molecular structure, C22H16BrCuN4, computed with wB97M-V/def2-TZVPD.

Values from the calculation:
**Net charge**: +1
**Electronic energy**: -5281.2208 hartree
**Energy relative to the best compared isomer or geometry (same formula, charge and spin)**: 0.00 kJ/mol
**HOMO (alpha / beta)**: -10.8745 / -10.8757 eV
**Multiplicity**: 2

XYZ file:
```
44
Properties=species:S:1:pos:R:3:forces:R:3
Cu -0.71525 -1.35228 -0.98381 0.11 -0.11 -0.43
C 4.13376 -2.96510 -2.88031 0.11 0.01 -0.02
C 2.68554 -3.28969 -2.69206 -0.17 0.00 0.04
C 2.12057 -4.47713 -3.15082 0.01 0.07 0.03
C 0.77480 -4.74546 -2.96103 -0.12 0.10 0.08
C 0.01972 -3.79505 -2.30363 0.07 -0.01 -0.01
Br -1.82412 -4.02358 -1.98013 0.04 0.01 -0.02
N 0.53432 -2.64898 -1.85211 -0.15 -0.08 0.11
C 1.83816 -2.40378 -2.04293 0.08 -0.11 -0.06
H 4.64907 -3.77165 -3.39673 0.01 0.00 0.00
H 4.62415 -2.81050 -1.91948 0.02 0.02 0.00
H 4.25403 -2.05556 -3.46847 0.02 0.02 0.00
H 2.73994 -5.20146 -3.66343 0.01 -0.02 -0.01
H 0.32286 -5.66025 -3.31210 -0.02 -0.01 0.00
H 2.20269 -1.46112 -1.65572 0.03 0.02 0.01
N 1.09149 6.86657 4.18046 0.04 0.07 0.04
C 0.71355 5.93751 3.62299 0.03 0.11 0.06
C 0.23881 4.77741 2.93106 -0.05 -0.20 -0.12
C 0.98801 3.60602 2.93711 -0.10 0.04 -0.05
C 0.51551 2.48811 2.27401 0.08 0.05 -0.09
C -0.71476 2.49513 1.59802 0.05 0.18 0.00
C -1.41585 3.70531 1.55794 -0.10 -0.04 0.03
C -0.96162 4.82434 2.22391 0.09 -0.01 0.05
C -1.12104 1.25414 0.89947 -0.06 -0.12 0.05
C -0.71493 0.05218 1.51398 -0.11 0.04 0.04
C -0.53399 -0.18860 2.90524 0.01 0.09 -0.13
C -0.38249 -1.54641 3.07780 0.00 -0.09 -0.15
C -0.44545 -2.11400 1.79392 0.10 -0.10 0.23
N -0.66503 -1.17799 0.87543 0.10 0.02 0.24
C -1.85802 1.23374 -0.31893 -0.03 0.02 0.10
C -2.86101 2.09112 -0.82970 0.22 0.00 -0.02
C -3.40999 1.48777 -1.94792 0.04 -0.17 0.01
C -2.73697 0.27791 -2.11115 -0.02 0.14 -0.18
N -1.82052 0.11938 -1.14846 -0.23 0.13 0.05
H 1.94146 3.57337 3.44446 0.01 0.02 0.02
H 1.14672 1.61305 2.24047 -0.06 -0.04 0.01
H -2.33655 3.80579 1.01548 -0.14 -0.13 0.04
H -1.53419 5.74054 2.19353 0.01 0.01 0.01
H -0.59482 0.55093 3.68511 0.02 0.05 -0.02
H -0.25989 -2.07641 4.00576 0.00 -0.04 0.02
H -0.33448 -3.15044 1.51244 0.00 -0.03 0.03
H -3.23349 3.00536 -0.41338 0.14 0.14 0.04
H -4.20632 1.86711 -2.56361 -0.03 -0.01 -0.02
H -2.85442 -0.45734 -2.89269 -0.04 -0.02 -0.03
```
Forces are in eV/Å.